18
Properties=species:S:1:pos:R:3 method="wB97M-V/def2-TZVPD" e_homo_ev="-5.16 / -9.75" spin_multiplicity=3 e_lumo_ev="0.98 / -0.62" relative_energy_ev=0.146 gap_ev="6.1 / 9.1"
C 1.08440 1.09810 0.03329
C -2.20113 0.02529 1.06702
C -1.67709 0.36333 -1.48952
C 2.93081 -0.56893 0.36851
C -1.39589 -0.43735 -0.15078
N 1.53962 -0.11861 0.19224
O -0.62160 -1.33943 -0.17573
H 1.89606 1.78561 -0.04335
H -3.09040 0.41635 0.67039
H -1.64180 0.79971 1.63082
H -2.44175 -0.78764 1.78859
H -1.96725 1.32473 -1.17756
H -0.63189 0.43359 -2.05700
H -2.24644 -0.17313 -2.22175
H 3.16146 -1.36691 -0.37073
H 3.08504 -1.04246 1.30892
H 3.48255 0.42291 0.32611
H 0.73530 -0.83516 0.30051